Record 1
Formula: C6H16N2O2
Source: the Open Molecules 2025 dataset
Level of theory: ωB97M-V/def2-TZVPD

Results
Kohn-Sham gap	0.3391	Ha
lowest unoccupied orbital energy	0.778	eV
relative energy (zero: lowest compared OMol25 entry of this formula, charge and spin)	285.8	kJ/mol
E	-13555.189	eV
SMILES string	CC(=O)ON.CC(C)CN
HOMO level	-8.45	eV

Structure (ORCA input):
```
! RIJCOSX wB97M-V def2-TZVPD def2/J DEFGRID3
* xyz 0 1
C 1.63 -2.24 -0.59
C 0.18 -1.98 -0.32
O -0.69 -1.94 -1.17
O -0.09 -2.16 1.00
N -1.45 -2.05 1.39
H 2.24 -1.88 0.24
H 1.78 -3.31 -0.69
H 1.93 -1.76 -1.51
H -1.67 -2.93 1.87
H -2.03 -2.01 0.54
C 0.67 2.24 -0.99
C 0.37 1.11 0.00
C 0.94 1.41 1.38
C -1.31 1.06 0.19
N -2.06 0.67 -0.96
H 1.74 2.37 -1.11
H 0.24 3.18 -0.64
H 0.25 2.02 -1.97
H 0.91 0.24 -0.39
H 2.02 1.54 1.33
H 0.50 2.31 1.80
H 0.73 0.58 2.07
H -1.51 0.37 1.01
H -1.62 2.05 0.51
H -1.72 -0.24 -1.30
H -1.99 1.36 -1.70
*
```

Mulliken atomic charge list, values in e, 8 entries: -1.177 0.893 -0.709 -0.183 -0.486 0.367 0.345 0.347

***

Record 2
Formula: C21H42Cl16N2O
Source: the Open Molecules 2025 dataset
Level of theory: ωB97M-V/def2-TZVPD

Results
Kohn-Sham gap	0.3649	Ha
lowest unoccupied orbital energy	0.557	eV
E	-227846.710	eV
SMILES string	C[C@]1(N)CCC(=O)N1.ClCCCl.ClCCCl.ClCCCl.ClCCCl.ClCCCl.ClCCCl.ClCCCl.ClCCCl
HOMO level	-9.37	eV

Structure (ORCA input):
```
! RIJCOSX wB97M-V def2-TZVPD def2/J DEFGRID3
* xyz 0 1
C 5.81 0.10 4.05
C 4.48 0.07 3.25
N 4.69 0.27 1.82
C 3.41 0.99 3.86
C 2.13 0.19 3.48
C 2.59 -1.25 3.25
O 1.94 -2.19 2.97
N 4.00 -1.32 3.46
H 5.55 0.02 5.10
H 6.34 1.03 3.83
H 6.38 -0.77 3.73
H 5.63 0.64 1.71
H 4.10 1.05 1.54
H 3.56 1.18 4.92
H 3.37 1.96 3.37
H 1.31 0.32 4.18
H 1.84 0.57 2.50
H 4.26 -1.70 4.35
Cl 4.80 1.02 -2.97
C 5.83 -0.39 -2.59
C 5.94 -0.58 -1.10
Cl 6.87 0.73 -0.33
H 6.80 -0.23 -3.06
H 5.36 -1.26 -3.04
H 6.47 -1.51 -0.89
H 4.97 -0.62 -0.63
Cl 3.78 3.35 -0.10
C 3.25 4.34 -1.49
C 2.07 5.22 -1.15
Cl 0.59 4.28 -0.86
H 3.02 3.66 -2.31
H 4.10 4.96 -1.78
H 1.87 5.89 -1.98
H 2.27 5.81 -0.26
Cl -1.00 -5.01 0.02
C -0.71 -3.84 1.34
C -1.92 -3.66 2.22
Cl -3.25 -2.82 1.37
H -0.39 -2.90 0.90
H 0.12 -4.24 1.93
H -1.66 -3.05 3.07
H -2.30 -4.61 2.58
Cl 2.55 2.67 -4.44
C 1.65 1.23 -4.99
C 0.19 1.28 -4.61
Cl -0.04 1.12 -2.85
H 2.14 0.35 -4.58
H 1.74 1.20 -6.08
H -0.34 0.45 -5.07
H -0.28 2.21 -4.92
Cl -2.23 3.43 -6.18
C -3.88 2.75 -6.30
C -4.11 1.62 -5.34
Cl -3.16 0.17 -5.76
H -4.04 2.42 -7.33
H -4.58 3.56 -6.09
H -5.17 1.33 -5.37
H -3.85 1.90 -4.32
Cl -0.95 -0.83 4.20
C -2.41 -0.96 5.22
C -3.60 -0.29 4.59
Cl -3.42 1.48 4.54
H -2.18 -0.54 6.20
H -2.61 -2.02 5.35
H -4.50 -0.50 5.17
H -3.76 -0.64 3.57
Cl -5.64 2.21 -8.89
C -6.25 0.54 -9.09
C -7.32 0.21 -8.09
Cl -6.68 0.09 -6.43
H -5.40 -0.13 -9.02
H -6.66 0.48 -10.10
H -7.76 -0.76 -8.32
H -8.12 0.95 -8.09
Cl -1.50 -3.29 7.83
C -2.98 -4.03 8.49
C -3.99 -4.33 7.42
Cl -4.69 -2.85 6.72
H -3.38 -3.37 9.25
H -2.67 -4.96 8.98
H -4.82 -4.90 7.85
H -3.56 -4.91 6.61
*
```

Mulliken atomic charge list, values in e, 8 entries: -2.070 1.467 -0.228 -1.266 -0.317 0.181 -0.555 -0.452